C39H106AgN9O10Pd | wB97M-V/def2-TZVPD

Last column: Mulliken charge in e.
Positions of all 166 atoms, in Å:
Pd 0.979744 -4.740520 0.263446  0.134
Ag -0.607151 -3.587871 3.091470  0.467
C 0.402117 -0.210085 0.184516  0.550
C -0.236921 -1.344153 0.981781  1.563
C -1.752168 -1.392076 0.707849  0.290
O 0.408211 -2.558527 0.764774  0.899
H 1.394192 0.098187 0.532058  -0.625
H -0.184061 0.708499 0.140972  -0.071
H 0.618346 -0.466843 -0.857397  -0.358
H -0.147937 -1.148305 2.064398  -1.303
H -2.150109 -0.445555 1.073100  -0.035
H -2.133470 -2.094332 1.457640  0.004
H -1.978753 -1.590430 -0.333578  -0.379
C 0.663793 -1.132352 5.048331  -0.363
C -0.301572 -1.975545 5.887917  -0.012
C -1.779217 -1.771807 5.616988  -0.729
O -2.134793 -2.082174 4.261987  0.019
C -3.272024 -1.313445 3.882952  -0.334
N -0.005483 -3.383677 5.486458  -0.579
H 0.790315 -1.534405 4.039643  -0.238
H 1.676228 -1.148680 5.452395  0.689
H 0.253910 -0.123006 5.008533  0.064
H -0.132638 -1.875180 6.961981  0.468
H -1.870069 -0.686383 5.756833  0.191
H -2.439982 -2.262803 6.330479  0.468
H -4.141604 -1.592386 4.489610  0.442
H -3.603645 -1.597165 2.884771  -0.201
H -3.134133 -0.238082 3.998717  0.199
H 0.936299 -3.624579 5.783606  0.223
H -0.626523 -4.060931 5.923669  0.266
C -0.750314 3.522851 7.133265  -1.568
C -1.697031 3.337117 5.977815  0.420
C -1.121876 2.523728 4.835848  0.202
O -1.979609 2.603611 3.703418  -0.555
C -1.532506 1.836692 2.627189  1.291
N -2.917639 2.666605 6.490755  -0.716
H -0.481385 2.648064 7.725940  0.369
H -1.098907 4.338712 7.768843  0.409
H 0.241440 3.892743 6.841277  0.369
H -2.097005 4.298875 5.638593  0.347
H -1.064233 1.482748 5.177404  -0.567
H -0.137099 2.884249 4.521489  0.302
H -0.541420 2.075109 2.228877  0.003
H -2.302075 1.975789 1.864413  -0.395
H -1.571410 0.759566 2.864462  -0.553
H -3.260001 3.271091 7.231929  0.278
H -3.665973 2.632581 5.807418  0.233
C -7.044370 -1.825541 -3.088008  -1.600
C -5.876460 -1.208347 -2.358395  0.977
C -4.813228 -2.230983 -1.975950  0.061
O -5.277055 -3.181402 -1.024799  -0.454
C -5.127547 -2.753971 0.305917  -0.251
N -5.241661 -0.208778 -3.254684  -0.735
H -7.566329 -2.514389 -2.414614  0.332
H -6.768686 -2.407753 -3.968063  0.329
H -7.810868 -1.104410 -3.374037  0.436
H -6.307148 -0.640506 -1.521906  0.119
H -3.899847 -1.771809 -1.575763  -0.488
H -4.566892 -2.782291 -2.884705  0.423
H -4.113577 -2.972240 0.681724  -0.097
H -5.848661 -3.302774 0.904870  0.421
H -5.196948 -1.668770 0.433879  0.146
H -4.453347 0.191195 -2.753338  -0.012
H -5.915962 0.545957 -3.329725  0.364
C 4.284973 -1.510283 4.098503  -1.750
C 3.475832 -0.981086 2.913048  1.207
C 4.282620 0.021009 2.137695  0.045
O 4.453763 1.235602 2.837808  -0.463
C 3.271942 1.958117 3.114016  -0.587
N 3.135844 -2.135924 2.038253  -0.112
H 4.234766 -0.833204 4.953022  0.373
H 5.314206 -1.755583 3.847201  0.306
H 3.849387 -2.423660 4.521641  0.511
H 2.496497 -0.578410 3.191899  -0.454
H 3.800142 0.286194 1.186221  -0.163
H 5.239196 -0.426482 1.869853  0.289
H 2.464577 1.995835 2.373040  0.020
H 3.575477 2.975261 3.350499  0.528
H 2.843156 1.502151 4.017519  0.263
H 2.247716 -1.962280 1.571867  -0.703
H 2.904728 -2.990932 2.540369  0.234
C 0.275547 7.087489 -1.638585  -1.561
C -0.209345 5.637442 -1.684237  1.259
C -0.026599 4.969358 -0.326507  0.554
O 1.349830 4.709280 -0.103649  -0.477
C 1.626975 3.747366 0.870513  -0.458
N -1.636353 5.634805 -2.009823  -0.772
H 0.052176 7.524847 -2.614084  0.480
H 1.350886 7.205330 -1.504725  0.310
H -0.228984 7.615598 -0.831474  0.344
H 0.294761 5.069763 -2.476007  -0.586
H -0.507132 3.977886 -0.376529  -0.656
H -0.434823 5.544034 0.508332  0.503
H 2.689321 3.734220 1.106482  0.331
H 1.162979 2.791689 0.601422  -0.084
H 1.209055 4.079282 1.836674  0.487
H -1.922921 4.677544 -2.229736  0.259
H -1.787541 6.104752 -2.896688  0.335
C 3.010392 0.574614 -6.367946  -1.533
C 1.917862 1.497962 -5.843155  0.869
C 2.323360 2.194486 -4.538952  -0.506
O 2.375184 1.197337 -3.515930  0.028
C 2.612128 1.797171 -2.270000  -0.261
N 1.566530 2.472997 -6.879459  -0.773
H 3.540328 -0.014962 -5.620964  0.112
H 3.747259 1.114547 -6.962240  0.480
H 2.575172 -0.169886 -7.041397  0.392
H 0.990223 0.956684 -5.605486  0.171
H 1.691276 3.036649 -4.254971  0.042
H 3.317433 2.603410 -4.755318  0.386
H 3.523616 2.396257 -2.184077  0.464
H 2.789642 1.011519 -1.522240  -0.196
H 1.765966 2.360430 -1.862178  -0.069
H 1.002956 1.975181 -7.566765  0.313
H 0.879712 3.140416 -6.529201  0.288
C -0.701172 2.099767 -3.392654  0.216
C -2.187682 2.015844 -3.187917  -0.043
C -2.506249 1.838644 -1.700356  0.430
O -3.894072 1.792080 -1.456964  -0.540
C -4.255384 1.375079 -0.174239  -0.327
N -2.773368 3.339728 -3.606795  -0.698
H -0.304697 2.990100 -2.907774  -0.852
H -0.484464 2.083914 -4.459359  0.186
H -0.144481 1.250131 -2.981274  -0.190
H -2.693697 1.253496 -3.785064  0.905
H -2.122211 2.708975 -1.156151  0.333
H -1.979784 0.952283 -1.318221  -0.807
H -5.327388 1.265674 -0.033115  0.431
H -3.842469 1.970801 0.648655  0.389
H -3.829820 0.372063 0.000759  -0.370
H -3.314172 3.130545 -4.446800  0.341
H -3.564476 3.524837 -2.984165  0.211
C -1.714551 -3.877823 -2.032447  -1.353
C -0.346836 -3.979132 -2.714851  0.169
C 0.528836 -2.737065 -2.790964  0.849
O 1.445118 -2.981743 -3.852038  -0.514
C 2.092531 -1.791225 -4.235239  -1.014
N 0.415113 -5.023876 -1.975441  -0.390
H -2.192285 -4.833751 -1.805789  0.434
H -2.446687 -3.432417 -2.710545  0.451
H -1.666897 -3.314378 -1.096919  -0.166
H -0.547943 -4.319091 -3.733850  0.452
H 1.094842 -2.658877 -1.864566  -0.621
H -0.011301 -1.825856 -3.057209  0.470
H 1.406754 -1.137873 -4.781645  0.497
H 2.909214 -2.037679 -4.914678  0.384
H 2.583027 -1.210079 -3.448328  0.279
H 0.014056 -5.937610 -2.201415  0.250
H 1.270776 -5.148151 -2.535378  0.157
C 4.331825 -5.214765 -2.064602  -1.544
C 4.220755 -4.464993 -0.733164  0.141
C 5.265716 -3.381378 -0.630082  -0.715
O 4.953685 -2.395006 -1.610668  -0.163
C 5.837721 -1.303570 -1.603092  -0.623
N 2.844209 -3.883559 -0.608973  0.396
H 5.295352 -5.722230 -2.108065  0.489
H 4.269093 -4.512763 -2.895285  0.253
H 3.570668 -5.993401 -2.127687  0.359
H 4.424015 -5.158619 0.087317  0.527
H 6.275289 -3.767782 -0.792912  0.556
H 5.228358 -2.915759 0.360422  0.135
H 6.893634 -1.568900 -1.730010  0.334
H 5.782534 -0.693299 -0.697361  0.146
H 5.602804 -0.687222 -2.471086  0.160
H 2.993165 -3.179736 0.129144  0.444
H 2.856031 -3.244810 -1.411897  -0.410

Forces on atoms 1 to 6 (eV/Å):
0.0 1.2 -1.9
0.3 0.4 0.5
1.0 0.4 -0.4
-0.5 1.0 -1.4
0.9 0.0 1.5
0.3 -1.2 1.2

- Total charge: +2
- Multiplicity: 3
- <S²>: 2.014
- HOMO level (alpha / beta): -12.19 / -12.19 eV
- LUMO energy (alpha / beta): -7.15 / -8.62 eV
- Energy above the lowest of the compared OMol25 structures with the same formula, charge and spin: 19.9 kcal per mole